(1)
The following is a DFT calculation (ωB97M-V with the def2-TZVPD basis set) of an isolated molecule of C5H7FO in a non-equilibrium geometry.

Atoms and positions in Å:
F -1.334 -2.709 -0.379
O 0.019 0.503 -1.200
C 0.802 0.970 -0.260
C 0.844 -1.931 0.081
C -0.973 -0.398 -0.958
C 0.391 1.245 1.207
C -0.345 -1.762 -0.436
H -0.176 0.323 1.560
H 1.564 1.730 -0.783
H -1.623 -0.606 -1.717
H -0.305 2.246 1.242
H 1.206 1.479 1.868
H -1.693 -0.068 -0.129
H 1.623 -1.020 -0.096

Output
E_HOMO (spin up / spin down), eV: -7.54 / -9.52
Max |F|, eV Å⁻¹: 5.2
Energy relative to the best compared isomer or geometry (same formula, charge and spin), kcal per mole: 131.7
Gap between HOMO and LUMO (spin up / spin down), eV: 6.391 / 9.778

(2)
The following is a DFT calculation (ωB97M-V with the def2-TZVPD basis set) of an isolated molecule of C4H10OS in a non-equilibrium geometry.

Atoms and positions in Å:
S -0.654 -0.906 -0.237
O 3.126 0.524 0.180
C 0.693 0.321 -0.090
C 2.012 -0.283 0.084
C -2.079 -0.129 0.556
C -2.412 1.046 -0.195
H -2.849 -0.929 0.516
H -1.918 0.190 1.603
H 0.682 1.045 -0.954
H 2.049 -0.983 -0.774
H 3.387 0.905 -0.670
H 0.572 1.012 0.778
H -3.403 1.425 0.087
H -2.696 0.927 -1.244
H 1.908 -0.781 0.983
H -1.565 1.763 -0.107

Output
E_HOMO, eV: -8.66
SMILES: CCSCCO
Max |F|, eV Å⁻¹: 4.2
Energy relative to the best compared isomer or geometry (same formula, charge and spin), kcal per mole: 25.1
Gap between HOMO and LUMO, eV: 9.527

(3)
The following is a DFT calculation (ωB97M-V with the def2-TZVPD basis set) of a cluster of 3 separate species, C3H15N2O2 in total in a non-equilibrium geometry.

Atoms and positions in Å:
O 2.515 1.746 -1.375
O 0.044 2.726 -3.007
N 0.654 0.520 0.459
N -0.721 -1.826 0.458
C -0.486 -2.925 1.386
C -0.809 0.595 0.451
C -1.379 -0.671 1.061
H -1.158 1.480 0.975
H -1.363 -3.435 1.786
H 0.189 -3.631 0.916
H 1.009 0.670 1.404
H 0.099 -2.568 2.244
H -0.526 3.484 -2.841
H 0.967 -0.430 0.208
H 3.095 1.970 -0.629
H -2.470 -0.678 0.991
H -1.273 -2.208 -0.311
H -1.129 0.787 -0.563
H -1.109 -0.715 2.117
H -0.431 2.074 -3.527
H 1.100 1.229 -0.129
H 3.181 1.806 -2.073

Output
E_HOMO, eV: -13.35
Charge: +1
Max |F|, eV Å⁻¹: 1.3
Energy relative to the best compared isomer or geometry (same formula, charge and spin), kcal per mole: 19.1
Gap between HOMO and LUMO, eV: 10.307

(4)
The following is a DFT calculation (ωB97M-V with the def2-TZVPD basis set) of an isolated molecule of C15H16N4O3S in a non-equilibrium geometry.

Atoms and positions in Å:
S 1.635 -2.317 -0.421
O 1.705 -3.397 -1.352
O 2.379 -2.411 0.801
O 2.095 -0.984 -1.219
N -1.090 1.251 -1.396
N -1.880 1.863 0.752
N -3.274 1.882 -1.129
N 0.122 0.846 -1.040
C 3.231 2.162 0.278
C 2.371 1.236 -0.320
C -4.144 -1.017 0.739
C -2.004 1.667 -0.616
C -0.067 -1.951 -0.064
C -0.426 -1.589 1.215
C 1.018 1.653 -0.627
C 4.168 -0.385 -0.225
C -2.708 -1.352 0.472
C 4.522 1.825 0.632
C 4.992 0.545 0.384
C -1.754 -1.294 1.482
C 2.870 -0.051 -0.581
C -2.313 -1.720 -0.812
C -0.993 -2.025 -1.084
H -2.720 1.687 1.282
H 0.804 2.719 -0.473
H -4.458 -0.197 0.095
H 2.863 3.159 0.474
H -4.777 -1.874 0.518
H -3.051 -1.758 -1.599
H -3.273 1.941 -2.137
H -3.776 2.638 -0.688
H 5.161 2.559 1.100
H -2.050 -1.017 2.485
H 0.334 -1.550 1.979
H -1.065 1.419 1.152
H -4.298 -0.736 1.779
H -0.663 -2.313 -2.067
H 5.999 0.272 0.660
H 4.512 -1.386 -0.429

Output
E_HOMO, eV: -8.22
SMILES: Cc1ccc(S(=O)(=O)Oc2ccccc2/C=N/N=C(N)N)cc1
Max |F|, eV Å⁻¹: 1.8
Energy relative to the best compared isomer or geometry (same formula, charge and spin), kcal per mole: 53.5
Gap between HOMO and LUMO, eV: 8.668

(5)
The following is a DFT calculation (ωB97M-V with the def2-TZVPD basis set) of an isolated molecule of C5H11N3 in a non-equilibrium geometry.

Atoms and positions in Å:
N 1.117 -1.310 -0.124
N -1.033 1.318 -1.102
N 0.051 0.811 -0.305
C 0.317 1.546 0.914
C -1.148 -1.382 -0.055
C 2.414 -0.685 -0.214
C -2.366 -1.023 0.381
C 0.076 -0.567 -0.173
H -1.889 0.674 -1.073
H -3.140 -1.829 0.344
H -0.594 1.267 -2.015
H 0.393 2.616 0.534
H -0.421 1.453 1.768
H 2.428 0.278 -0.760
H -0.996 -2.433 -0.383
H 1.306 1.284 1.404
H -2.545 -0.036 0.823
H 2.877 -0.581 0.776
H 3.155 -1.400 -0.740

Output
E_HOMO, eV: -9.08
SMILES: C=C/C(=N/C)N(C)N
Max |F|, eV Å⁻¹: 2.2
Energy relative to the best compared isomer or geometry (same formula, charge and spin), kcal per mole: 69.9
Gap between HOMO and LUMO, eV: 9.913

(6)
The following is a DFT calculation (ωB97M-V with the def2-TZVPD basis set) of the ion C3H3N2O2S with charge -1 in a non-equilibrium geometry.

Atoms and positions in Å:
S 0.344 -1.289 -0.450
O 0.282 2.342 0.581
O -2.500 -1.376 0.196
N -1.379 0.736 0.568
N 1.321 -1.718 0.736
C -1.476 -0.520 0.196
C 0.540 0.428 -0.867
C -0.152 1.272 0.264
H 1.615 0.521 -1.071
H 0.026 0.828 -1.826
H 1.381 -1.223 1.672

Output
E_HOMO, eV: -4.21
Charge: -1
Max |F|, eV Å⁻¹: 6.4
Energy relative to the best compared isomer or geometry (same formula, charge and spin), kcal per mole: 43.1
Gap between HOMO and LUMO, eV: 7.804

(7)
The following is a DFT calculation (ωB97M-V with the def2-TZVPD basis set) of a structure of composition C3H8NSi in a non-equilibrium geometry.

Atoms and positions in Å:
Si 1.018 0.540 -1.459
N -0.153 0.505 -0.224
C -1.420 0.441 1.107
C -2.327 0.387 2.137
C 1.995 -1.095 -1.289
H 1.544 -1.769 -0.568
H 1.785 1.721 -1.053
H 3.011 -0.886 -0.967
H -2.977 1.277 2.118
H -1.810 0.351 3.109
H -2.956 -0.513 2.044
H 2.032 -1.600 -2.250
H 0.257 0.641 -2.704

Output
E_HOMO (spin up / spin down), eV: -14.51 / -14.46
Charge: +1
Max |F|, eV Å⁻¹: 15.8
Energy relative to the best compared isomer or geometry (same formula, charge and spin), kcal per mole: 205.2
Gap between HOMO and LUMO (spin up / spin down), eV: 7.281 / 7.232

(8)
The following is a DFT calculation (ωB97M-V with the def2-TZVPD basis set) of a structure of composition C15H28BGaN2O17P in a non-equilibrium geometry.

Atoms and positions in Å:
Ga -1.054 1.732 1.819
P -2.736 0.819 0.433
O -2.733 -4.806 -7.972
O 0.793 2.603 -0.532
O -3.154 -4.112 -5.893
O 3.655 5.821 2.297
O 6.308 -1.231 -1.101
O -2.727 1.927 5.967
O -2.815 -0.841 0.865
O 4.424 6.750 4.197
O 4.352 -1.966 -0.322
O -1.071 2.895 4.789
O 6.264 -2.651 0.645
O -1.062 -3.979 -6.710
O -0.802 2.445 6.989
O 3.155 4.893 4.259
O -0.364 -0.538 -1.504
O -1.569 -2.282 -2.241
O 0.454 -1.903 -3.104
N 1.775 0.763 0.842
N -4.293 1.492 0.825
C 2.342 4.218 3.282
C -1.712 2.066 8.018
C 0.047 -3.187 -3.596
C 3.048 4.553 1.990
C 3.803 5.901 3.638
C 4.040 -0.924 -1.260
C -4.068 -5.229 -7.675
C 5.693 -2.012 -0.176
C -4.430 -4.356 -6.495
C -0.481 -1.480 -2.212
C -2.204 -4.270 -6.847
C -1.447 -3.159 -3.364
C -2.780 1.316 7.252
C 5.322 -0.815 -2.052
C -1.489 2.471 5.804
B 0.670 1.739 0.574
H 1.742 0.628 1.848
H 5.522 0.195 -2.399
H -4.715 1.785 -0.039
H 0.310 -3.304 -4.643
H 2.306 3.151 3.476
H 0.745 2.039 -1.320
H -4.052 -6.291 -7.422
H 0.546 -3.963 -3.011
H -2.552 0.253 7.147
H -5.099 -4.844 -5.792
H -4.718 -5.079 -8.533
H -2.098 2.968 8.499
H -4.247 2.246 1.495
H -2.162 -1.234 0.273
H -0.819 0.741 3.084
H 1.329 4.620 3.320
H 5.350 -1.497 -2.907
H -1.212 1.452 8.764
H 3.799 -0.011 -0.712
H -1.992 -2.733 -4.204
H -1.860 -4.138 -3.133
H 1.403 -0.117 0.479
H -4.865 -3.402 -6.796
H 3.185 -1.199 -1.873
H 3.835 3.837 1.744
H -1.433 3.171 2.395
H -3.772 1.425 7.687
H 2.370 4.637 1.145

Output
E_HOMO, eV: -2.87
Charge: -1
Max |F|, eV Å⁻¹: 1.1
Gap between HOMO and LUMO, eV: 4.363

(9)
The following is a DFT calculation (ωB97M-V with the def2-TZVPD basis set) of a structure of composition C27H31BN11OPtSSe.

Atoms and positions in Å:
Pt -0.047 0.168 -0.032
Se -0.855 2.003 -1.481
S 0.593 2.228 0.903
O 2.368 1.162 -1.293
N -1.800 2.636 2.127
N 0.001 3.933 2.798
N -0.518 -2.662 -0.628
N -0.162 -5.070 1.179
N -0.254 -1.481 -1.227
N 0.335 -2.258 1.675
N 0.679 -0.942 1.593
N -2.088 -1.799 1.152
N 1.875 4.111 -4.658
N -2.128 -0.572 0.545
N -1.228 -4.207 1.158
C -0.500 -3.633 -1.545
C 1.340 3.689 -2.361
C -2.082 -6.244 1.178
C -2.392 -4.916 1.134
C 0.215 -7.491 1.230
C 2.429 0.521 2.753
C -0.736 4.624 3.689
C -3.242 -2.003 1.804
C -4.079 -0.937 1.572
C -2.549 3.294 3.005
C -3.352 -0.074 0.749
C -0.212 -3.072 -2.773
C -0.530 2.952 2.019
C -0.669 -6.289 1.209
C 1.097 -2.873 2.575
C 1.926 0.206 -0.756
C 2.706 -1.071 -0.544
C 2.070 4.316 -3.360
C -3.859 1.154 0.070
C 0.207 -0.651 -3.546
C -0.070 -1.710 -2.543
C 1.703 -0.751 2.464
C 1.979 -1.948 3.100
C 0.363 2.787 -2.751
C 0.122 2.574 -4.098
C 0.916 3.264 -5.008
C -2.062 4.314 3.825
B -0.908 -2.770 0.880
H -5.093 -0.819 1.911
H -0.226 5.392 4.254
H -3.357 -4.448 1.040
H 3.256 -0.969 0.392
H 2.726 -2.115 3.857
H -3.204 2.006 0.219
H 0.760 3.125 -6.071
H 0.986 4.156 2.691
H -0.128 -3.577 -3.719
H -4.849 1.401 0.450
H 1.769 1.264 3.199
H 3.216 0.302 3.471
H 1.095 -7.316 1.846
H -0.319 -8.356 1.618
H 3.426 -1.153 -1.357
H -2.767 -7.074 1.206
H 1.227 -0.267 -3.490
H -0.483 0.178 -3.404
H -3.400 -2.887 2.397
H 0.955 -3.919 2.777
H 2.900 0.958 1.871
H -3.960 0.976 -1.002
H -2.690 4.835 4.530
H 1.547 3.899 -1.323
H 2.084 -1.958 -0.480
H -0.663 1.922 -4.458
H -3.591 2.999 3.053
H 2.850 5.021 -3.098
H 0.052 -1.048 -4.546
H -0.697 -4.653 -1.262
H 0.556 -7.736 0.223

Output
E_HOMO (spin up / spin down), eV: -13.56 / -13.56
Charge: +2
Max |F|, eV Å⁻¹: 0.9
Spin multiplicity: 2
Energy relative to the best compared isomer or geometry (same formula, charge and spin), kcal per mole: 0.0
Gap between HOMO and LUMO (spin up / spin down), eV: 6.780 / 5.266

(10)
The following is a DFT calculation (ωB97M-V with the def2-TZVPD basis set) of a structure of composition C5H12NO2 in a non-equilibrium geometry.

Atoms and positions in Å:
O -0.664 -2.848 0.006
O 0.965 -1.766 1.411
N 0.143 1.705 0.368
C -0.061 0.271 0.573
C -1.443 -1.727 -0.216
C -0.631 -0.480 -0.607
C 1.189 -0.456 1.049
C 0.418 2.261 -0.965
H -0.387 2.958 -1.210
H 0.152 -0.692 -1.348
H 0.224 -2.374 0.679
H 1.410 2.723 -0.942
H 0.728 2.160 1.051
H 1.692 0.075 1.878
H -2.013 -1.379 0.670
H 0.538 1.544 -1.773
H 1.964 -0.362 0.240
H -0.805 0.164 1.377
H -1.251 0.195 -1.230
H -2.169 -1.971 -1.011

Output
E_HOMO, eV: -3.64
Charge: -1
Max |F|, eV Å⁻¹: 1.8
Energy relative to the best compared isomer or geometry (same formula, charge and spin), kcal per mole: 66.0
Gap between HOMO and LUMO, eV: 7.420

(11)
The following is a DFT calculation (ωB97M-V with the def2-TZVPD basis set) of a cluster of 2 separate species, C3H5Cl5NP in total in a non-equilibrium geometry.

Atoms and positions in Å:
Cl -0.708 -1.689 -3.599
Cl -0.100 -3.115 -1.220
Cl -1.459 1.046 -2.250
Cl -3.082 -1.515 -1.698
Cl 1.454 -0.691 -2.060
P -1.389 -0.513 -1.004
N 0.601 -0.582 1.173
C 0.726 1.757 2.133
C 0.716 0.671 1.068
C -0.095 -1.500 -1.976
H 1.021 1.169 0.095
H 1.607 1.850 2.743
H 0.338 -1.029 2.059
H 0.021 1.477 2.839
H 0.350 2.664 1.698

Output
E_HOMO, eV: -9.45
SMILES: ClP(Cl)C(Cl)(Cl)Cl.[H]/N=C\C
Max |F|, eV Å⁻¹: 2.4
Energy relative to the best compared isomer or geometry (same formula, charge and spin), kcal per mole: 0.0
Gap between HOMO and LUMO, eV: 9.987

(12)
The following is a DFT calculation (ωB97M-V with the def2-TZVPD basis set) of an isolated molecule of C5H8N2 in a non-equilibrium geometry.

Atoms and positions in Å:
N -0.437 -0.447 -0.117
N 0.318 -2.290 -1.659
C 1.726 0.970 -0.275
C 0.023 -1.418 -0.957
C -1.256 -0.928 1.011
C -0.769 0.829 -1.081
C 0.243 0.898 -0.007
H -2.057 -1.558 0.622
H 2.002 0.384 -1.156
H -0.013 1.305 0.979
H -0.642 -1.498 1.716
H 1.982 2.016 -0.478
H 2.312 0.640 0.590
H -1.748 1.157 -0.702
H -1.684 -0.058 1.514

Output
E_HOMO, eV: -8.16
Max |F|, eV Å⁻¹: 1.1
Energy relative to the best compared isomer or geometry (same formula, charge and spin), kcal per mole: 105.7
Gap between HOMO and LUMO, eV: 8.828

| no. | energy (Ha) |
| --- | --- |
| 1 | -369.589113 |
| 2 | -631.784762 |
| 3 | -383.045446 |
| 4 | -1424.097686 |
| 5 | -361.278009 |
| 6 | -774.298578 |
| 7 | -462.749706 |
| 8 | -4268.068848 |
| 9 | -4668.391383 |
| 10 | -402.924304 |
| 11 | -2814.374557 |
| 12 | -304.666976 |